The following is a quantum chemistry calculation of 3 unconnected molecules or ions with the total composition C32H56Cl2FI2N2O14P in a non-equilibrium geometry, from OMol25.

Values from the calculation:
**Orbital gap**: 9.234 eV
**Multiplicity**: 1
**DFT total energy**: -4372.73316 Eh
**SMILES**: COCCCCCCCCC[C@@](C)(O[C@@H]([C@H](I)[C@@H](C)I)[C@@](CC(=O)O)(OC#N)O[C@@H](F)/C(Cl)=C(/C)Cl)P(=N)(O)O.CCOC(=O)OC.CCOC(=O)OC

Positions of all 110 atoms, in Å:
C (5.602, 2.843, 0.948)
O (5.950, 1.539, 0.478)
C (5.763, 0.556, 1.480)
C (6.187, -0.860, 0.987)
C (5.148, -1.883, 1.563)
C (5.402, -3.264, 0.845)
C (4.329, -3.423, -0.277)
C (2.877, -3.623, 0.275)
C (1.913, -3.580, -0.942)
C (0.399, -3.678, -0.559)
C (-0.006, -2.746, 0.621)
C (-1.487, -2.277, 0.660)
C (-1.929, -2.061, 2.142)
O (-1.826, -1.176, -0.210)
C (-1.222, 0.068, 0.090)
C (-0.106, 0.538, -0.948)
I (-0.025, -0.723, -2.712)
C (1.313, 0.700, -0.237)
C (2.522, 0.388, -1.156)
I (1.508, 2.840, 0.235)
C (-2.375, 1.143, 0.020)
C (-3.561, 0.856, 0.999)
C (-3.273, 1.426, 2.413)
O (-3.587, 2.518, 2.670)
O (-2.684, 0.656, 3.405)
O (-1.728, 2.357, 0.530)
C (-2.319, 3.423, 0.033)
N (-2.838, 4.341, -0.365)
O (-2.773, 1.441, -1.296)
C (-3.836, 0.670, -1.777)
F (-5.039, 1.338, -1.650)
C (-3.604, 0.450, -3.296)
Cl (-3.466, -1.239, -3.825)
C (-3.476, 1.413, -4.195)
C (-3.200, 1.025, -5.658)
Cl (-3.615, 3.096, -3.705)
P (-2.583, -3.693, 0.089)
N (-2.129, -5.084, 0.631)
O (-2.705, -3.571, -1.520)
O (-4.104, -3.358, 0.676)
H (5.051, 2.796, 1.905)
H (6.535, 3.431, 1.051)
H (4.972, 3.355, 0.197)
H (4.691, 0.522, 1.789)
H (6.323, 0.809, 2.410)
H (6.060, -0.869, -0.110)
H (7.188, -1.153, 1.334)
H (4.156, -1.475, 1.303)
H (5.273, -2.060, 2.643)
H (6.383, -3.272, 0.335)
H (5.291, -4.122, 1.531)
H (4.307, -2.460, -0.835)
H (4.580, -4.194, -1.029)
H (2.635, -2.906, 1.072)
H (2.862, -4.672, 0.638)
H (2.072, -2.731, -1.628)
H (2.125, -4.491, -1.538)
H (0.238, -4.731, -0.260)
H (-0.177, -3.531, -1.486)
H (0.145, -3.341, 1.543)
H (0.729, -1.922, 0.667)
H (-1.274, -1.307, 2.612)
H (-2.988, -1.792, 2.232)
H (-1.731, -2.995, 2.701)
H (-0.749, 0.149, 1.083)
H (-0.333, 1.540, -1.340)
H (1.351, 0.199, 0.741)
H (3.411, 0.854, -0.678)
H (2.399, 0.908, -2.116)
H (2.753, -0.684, -1.244)
H (-4.495, 1.358, 0.689)
H (-3.782, -0.223, 1.010)
H (-3.387, 0.370, 4.009)
H (-3.926, -0.334, -1.336)
H (-2.224, 0.500, -5.648)
H (-3.091, 1.919, -6.289)
H (-3.936, 0.296, -6.023)
H (-2.834, -5.515, 1.222)
H (-3.298, -4.259, -1.865)
H (-4.448, -4.130, 1.146)
C (-6.793, 2.363, -4.035)
C (-6.636, 2.767, -5.485)
O (-7.799, 2.418, -6.252)
C (-8.831, 3.257, -6.144)
O (-8.864, 4.264, -5.487)
O (-9.835, 2.773, -6.886)
C (-11.037, 3.540, -6.807)
H (-7.055, 1.306, -3.957)
H (-5.867, 2.542, -3.484)
H (-7.595, 2.928, -3.555)
H (-5.802, 2.223, -5.930)
H (-6.415, 3.831, -5.583)
H (-10.850, 4.591, -7.022)
H (-11.487, 3.427, -5.820)
H (-11.723, 3.146, -7.553)
C (8.254, 0.389, 7.788)
C (8.371, 0.852, 6.351)
O (7.215, 0.475, 5.590)
C (6.145, 1.259, 5.745)
O (6.076, 2.239, 6.440)
O (5.154, 0.755, 5.002)
C (3.916, 1.459, 5.125)
H (8.045, -0.682, 7.829)
H (9.176, 0.592, 8.334)
H (7.433, 0.896, 8.298)
H (9.223, 0.366, 5.876)
H (8.538, 1.929, 6.289)
H (4.047, 2.525, 4.944)
H (3.486, 1.288, 6.111)
H (3.238, 1.059, 4.374)